Entry 1:
{
  "formula": "C22H16IrN4O5S4",
  "method": "wB97M-V/def2-TZVPD",
  "elements": ["O", "H", "H", "H", "S", "H", "H", "C", "C", "S", "S", "O", "C", "C", "S", "C", "C", "N", "C", "N", "C", "N", "C", "C", "O", "H", "C", "H", "C", "Ir", "H", "C", "C", "C", "O", "C", "H", "C", "N", "H", "C", "C", "H", "C", "H", "H", "H", "H", "H", "C", "O", "C"],
  "positions_angstrom": [[0.890335, -0.475004, 3.686840], [1.508835, 2.340996, 3.549740], [-0.137565, 7.244096, -1.461560], [-1.477465, 3.278396, -0.566560], [0.838535, 1.677996, -1.286960], [0.127235, 2.108396, 1.511440], [3.964535, 2.216096, 3.394040], [3.198035, 1.756796, 0.136040], [1.982535, 2.180796, 2.593340], [-3.116865, 0.680296, 0.221840], [-3.199165, -2.605804, 0.236140], [1.175535, -1.068704, 0.302440], [-4.505065, -1.631604, -0.268960], [3.970935, 1.891096, 1.277640], [-0.630465, -2.771304, -1.745860], [-5.689865, -2.291704, -0.643160], [0.448235, -0.960304, 2.698940], [-0.187465, -3.918304, 0.699340], [-5.568965, 0.515096, -0.703860], [-6.431965, 1.173396, -1.075060], [1.820235, 1.838696, 0.234940], [0.203235, -5.221204, -0.990460], [1.205235, 2.048896, 1.455540], [3.362635, 2.103996, 2.504440], [-0.595765, -1.421004, 2.250640], [0.823735, -6.942504, 0.125840], [0.236735, -5.116404, 1.205140], [5.047035, 1.830096, 1.211340], [0.039135, 6.178796, -1.441560], [-1.227965, -0.899404, 0.019540], [1.016735, -5.160404, -2.908160], [0.483435, -5.928604, 0.152540], [-4.461465, -0.241004, -0.282260], [1.731835, -1.153904, 1.378240], [2.801035, -1.363704, 1.852440], [1.248235, 5.667696, -1.886660], [2.418635, 3.890896, -2.188860], [0.496235, 3.463596, -1.355760], [-6.652765, -2.833604, -0.953260], [-0.703165, -5.561704, -2.821060], [-0.718965, 3.959796, -0.923560], [-0.942665, 5.326896, -0.964560], [0.323035, -5.284104, 2.257740], [0.264335, -5.707904, -2.338160], [-0.474165, -3.114104, 1.252140], [0.512335, -6.765704, -2.317760], [3.657335, 1.586596, -0.825560], [2.007335, 6.336696, -2.262360], [-1.884665, 5.725396, -0.622260], [-0.205565, -3.980404, -0.647660], [-0.472365, 1.092796, -0.879660], [1.481135, 4.304096, -1.846760]],
  "forces_ev_per_a": [[0.00, 0.07, 0.05], [-0.05, -0.03, 0.05], [-0.01, 0.07, -0.04], [-0.09, -0.05, 0.01], [1.22, 1.16, 0.72], [-0.13, -0.01, 0.03], [0.04, -0.05, 0.05], [-0.10, -0.05, -0.16], [-0.07, 0.06, -0.04], [2.20, -1.08, -0.24], [2.26, 1.07, 0.05], [-0.63, -0.03, -1.04], [0.36, 2.32, 0.23], [0.03, 0.09, 0.11], [-0.06, 1.43, 0.47], [-0.43, -0.29, -0.23], [0.30, 0.24, 0.57], [-0.03, -0.15, -0.42], [-0.46, 0.24, -0.21], [-0.35, 0.23, -0.08], [0.16, -0.17, -0.32], [-0.23, 0.62, 0.48], [-0.24, 0.05, -0.07], [0.11, 0.06, -0.07], [-1.12, -0.22, -0.91], [0.07, -0.17, -0.03], [0.17, -0.53, -0.08], [0.06, -0.04, -0.03], [-0.04, 0.02, 0.05], [-2.89, -0.35, -0.10], [0.00, -0.06, 0.04], [0.02, -0.08, 0.68], [0.05, -2.23, 0.40], [0.25, -0.37, 0.06], [0.47, 0.12, 0.30], [0.06, 0.01, 0.01], [0.15, 0.02, -0.06], [-0.09, -0.23, -0.29], [-0.28, -0.20, -0.07], [0.05, -0.07, 0.00], [-0.09, -0.29, 0.04], [0.05, 0.01, 0.00], [0.04, -0.08, 0.18], [0.00, -0.03, -0.60], [0.08, 0.08, -0.12], [-0.01, 0.03, -0.02], [0.12, -0.09, -0.12], [0.09, 0.01, -0.04], [-0.11, 0.01, 0.03], [0.03, 0.02, 0.32], [-0.96, -0.97, 0.48], [0.04, -0.13, -0.05]],
  "s_squared": 0.8095,
  "multiplicity": 2,
  "e_lumo_ha": [-0.125, -0.111],
  "homo_lumo_gap_ev": [3.70, 4.27],
  "e_above_lowest_ev": 3.208
}

Entry 2:
{
  "formula": "C13H19N3OS",
  "method": "wB97M-V/def2-TZVPD",
  "elements": ["H", "H", "C", "H", "H", "N", "C", "H", "C", "O", "C", "H", "N", "C", "H", "C", "H", "H", "H", "H", "H", "H", "H", "H", "S", "C", "C", "H", "C", "H", "N", "H", "C", "C", "C", "C", "H"],
  "positions_angstrom": [[0.919190, 0.931722, 1.833332], [-3.662764, 3.315095, -0.049935], [-1.661806, -2.024381, 0.607012], [-1.547870, 3.809992, -1.237514], [-3.071679, -3.278787, 1.916530], [0.214513, -0.049478, 0.020796], [-0.867473, 0.916714, 0.023777], [-1.570661, -1.934771, -0.488726], [-2.106347, 0.285885, 0.598538], [-2.325684, -0.988073, 0.991729], [-1.719020, 2.903076, -0.731608], [-4.042075, 0.924385, 0.939277], [2.552219, -0.237152, 1.150548], [2.962860, 1.147084, 0.384463], [2.357725, -1.884522, -1.758894], [-2.780706, -3.121509, 0.934353], [-0.712233, -2.173350, 1.086954], [-3.732661, -2.885997, 0.161177], [4.580526, 1.365269, 2.035562], [4.799434, 2.505311, 0.182979], [-2.399145, -3.861930, 0.514968], [2.637092, -2.168735, 1.157212], [2.449821, 1.797737, 0.894047], [5.100138, 0.718170, 0.371501], [0.078109, -0.863979, -2.342803], [-0.597686, 1.914139, -0.602022], [-2.905216, 2.582025, -0.178759], [0.335439, 2.304258, -1.077898], [1.066307, -0.133721, 1.437737], [0.846952, -0.904110, 2.104846], [2.026095, -1.340199, -0.763604], [3.934207, -1.077072, 0.029453], [2.780911, -1.304296, 0.499084], [4.367539, 1.455890, 0.943658], [0.850725, -0.959822, -1.069047], [-3.162620, 1.196934, 0.688256], [2.936104, 1.173434, -0.623403]],
  "forces_ev_per_a": [[-0.11, -1.91, 0.03], [-0.78, 0.38, -0.35], [-1.02, -4.67, -1.87], [0.02, 1.01, -0.48], [-0.41, 0.10, 1.81], [4.78, -3.43, 3.50], [-0.35, -13.55, 4.69], [0.55, -0.87, 0.21], [-1.35, 4.13, -0.81], [-1.86, 7.10, 2.70], [0.83, -2.49, 0.82], [-6.09, -1.50, 1.93], [-3.79, 9.14, 2.64], [3.88, -4.88, 4.79], [-0.42, 1.62, 3.97], [-2.70, 6.72, -2.40], [0.52, -0.38, 0.32], [2.34, -0.29, 2.48], [-0.50, 0.74, -1.06], [-1.34, -2.64, 3.18], [2.96, -7.58, -3.10], [0.28, -0.48, -0.67], [-3.80, 3.64, 1.81], [-1.17, 1.05, 1.54], [-3.78, -0.75, -8.00], [-0.75, 12.50, -5.85], [-0.35, -3.22, 3.30], [-0.62, -1.30, 0.72], [0.62, 4.14, -3.39], [-1.00, -1.33, 0.95], [3.65, -4.90, -4.18], [-2.51, -1.86, 1.53], [5.15, -3.90, -5.42], [3.29, 0.35, -5.20], [-2.16, 5.87, 8.23], [8.45, 3.71, -5.16], [-0.48, -0.25, -3.21]],
  "e_lumo_ha": 0.018,
  "homo_lumo_gap_ev": 8.78,
  "e_above_lowest_ev": 12.412
}

no.,E_tot (Eh)
1,-3140.11054
2,-1144.03486